ORCA calculation (wB97M-V/def2-TZVPD) on a molecular structure, C4H7N3O in a non-equilibrium geometry.

Summary:
HOMO-LUMO gap, hartree: 0.296
Charge: 0
Relative energy (zero: lowest compared OMol25 entry of this formula, charge and spin), eV: 11.061
E_LUMO, eV: -1.234
HOMO, hartree: -0.34156

CARTESIAN COORDINATES (ANGSTROEM)
C -0.239 1.711 -0.192
C 0.189 0.203 -0.043
C 2.342 -1.179 -0.150
C -2.002 -0.506 0.089
H -1.802 1.382 0.244
H 0.451 2.403 1.511
H -0.098 2.289 -1.453
H 2.069 0.922 0.350
H 1.831 -2.074 -0.601
H -2.582 0.519 0.307
H -1.835 -2.310 -0.273
N 1.469 0.010 0.040
N -0.626 -0.856 -0.084
N -2.736 -1.599 0.102
O 3.570 -0.916 0.153

These are the natural (NBO) partial charges, in e, on atoms 1 to 2: atom 1 (C): -0.624, atom 2 (C): 0.387